[1]
C7H12N2O3S | ωB97M-V/def2-TZVPD

Output
energy: -1007.26145 Eh
SMILES string: CNS(=O)(=O)[C@@H]1C=CC=C(N)[C@H]1O
Kohn-Sham gap: 0.3102 hartree
HOMO energy: -7.982 eV

CARTESIAN COORDINATES (ANGSTROEM)
C -0.4628 -2.0414 0.8682
C -1.4920 -2.1198 -0.0079
C 0.1738 -0.7212 1.0482
C -2.0355 -0.9830 -0.7349
C -0.7210 0.4871 0.7344
C -1.6325 0.2872 -0.4498
C 2.2865 1.7088 -0.6622
N -2.0881 1.5031 -1.0163
N 2.4168 0.7128 0.3265
O 2.5895 -1.7371 0.4924
O 1.3552 -0.7708 -1.5344
O -1.6114 0.7361 1.7980
S 1.6955 -0.7758 -0.0984
H 0.1810 -2.9082 1.1477
H -2.1394 -3.0290 -0.1154
H 0.7364 -0.5838 2.0215
H -2.6571 -1.3323 -1.5570
H -0.0308 1.4259 0.5855
H 1.2923 1.4347 -1.2610
H 1.9445 2.5464 -0.0592
H 3.0180 1.8276 -1.4058
H -1.5418 2.3096 -0.7722
H -2.4186 1.4571 -1.9665
H 3.3269 0.6355 0.7665
H -2.1852 -0.0694 1.8522

Results of the natural (NBO) charge analysis, in e, for atoms 1 through 4: number 1, C, carries -0.301; number 2, C, carries -0.151; number 3, C, carries -0.441; number 4, C, carries -0.374

---

[2]
C7H12N2O4S | ωB97M-V/def2-TZVPD

Output
energy: -1082.46364 Eh
Kohn-Sham gap (spin up / spin down): 0.2904 / 0.2905 hartree
HOMO energy (spin up / spin down): -8.177 / -8.177 eV

CARTESIAN COORDINATES (ANGSTROEM)
C 0.7843 -2.1177 0.9849
C -0.0063 -1.2139 1.6043
C 0.1852 -0.6369 -0.6428
C -3.2746 1.7580 -0.2437
C 2.1241 -2.2675 -1.0053
C -1.6749 1.7415 -0.2735
C -1.0875 0.8311 0.7923
N 0.9794 -1.8047 -0.2755
N -0.4417 -0.2646 0.6380
O 0.8515 0.3762 -1.2168
O 2.8759 1.9744 -0.6371
O 2.4749 0.0657 0.6710
O 0.9550 1.9769 0.8343
S 1.8990 1.1956 0.0547
H 1.1918 -2.8871 1.5297
H -0.2344 -1.3983 2.6461
H -0.7314 -0.7942 -1.3963
H -3.5430 2.7264 0.1555
H -3.5865 0.9807 0.3268
H -3.5338 1.6524 -1.2624
H 2.8548 -1.5679 -0.9828
H 2.6395 -3.1996 -0.5614
H 2.0547 -2.4264 -2.1059
H -1.2093 2.8029 -0.1841
H -1.2408 1.6130 -1.3237
H -1.3059 0.8841 1.8736

Results of the natural (NBO) charge analysis, in e, for atoms 1 through 4: number 1, C, carries 0.100; number 2, C, carries -0.209; number 3, C, carries 0.420; number 4, C, carries -0.591

---

[3]
C7H12N2O5 | ωB97M-V/def2-TZVPD

Output
energy: -759.58928 Eh
SMILES string: C[C@H](NC(=O)[C@@H](N)CC(=O)O)C(=O)O
Kohn-Sham gap: 0.3879 hartree
HOMO energy: -10.593 eV

CARTESIAN COORDINATES (ANGSTROEM)
C 1.1267 -0.6092 0.7992
C -0.2725 -0.6836 0.0038
C 2.4739 -0.1850 0.1312
C 3.6411 0.0717 1.0196
C -2.0546 0.2987 -1.2486
C -2.7456 1.5357 -1.4118
C -3.2569 -0.6446 -0.7538
H 1.1327 -2.7482 0.5041
H 0.3438 -2.1622 1.9171
H 1.0463 0.2098 1.5654
H 2.5499 -0.9197 -0.5698
H 2.4491 0.6731 -0.4748
H 2.7769 -1.4067 2.1217
H -0.4801 1.2661 0.1485
H -1.7663 0.0485 -2.2491
H -2.7851 -1.7077 -0.3717
H -3.6270 -0.1461 0.2294
H -4.0908 -0.6568 -1.4336
H -3.0946 1.3323 0.5086
N 1.2827 -2.0656 1.3804
N -0.9438 0.4159 -0.3110
O -0.6728 -1.8167 -0.3263
O 4.4859 0.9397 0.8638
O 3.5248 -0.8578 2.0861
O -2.9525 2.0607 -2.4512
O -3.1730 2.0569 -0.2497

Results of the natural (NBO) charge analysis, in e, for atoms 1 through 4: number 1, C, carries -0.134; number 2, C, carries 0.668; number 3, C, carries -0.552; number 4, C, carries 0.811

---

[4]
C7H12N3 | ωB97M-V/def2-TZVPD

Output
net charge: +1
energy: -437.92733 Eh
SMILES string: C/C=N/CCc1[nH]cc[nH+]1
Kohn-Sham gap: 0.4011 hartree
HOMO energy: -13.534 eV

CARTESIAN COORDINATES (ANGSTROEM)
C -1.5125 2.7123 0.5434
C -1.4727 2.0691 -0.6564
C 0.0973 1.2590 0.7825
C 1.1291 0.3568 1.3280
C 1.7632 -0.6184 0.3674
C -0.8150 -2.5095 -1.6705
C 0.4284 -2.1741 -0.7929
N -0.6164 2.1593 1.4266
N -0.4515 1.1405 -0.4756
N 0.7892 -0.9849 -0.5722
H -2.2526 3.4589 0.8612
H -1.9067 2.2075 -1.6493
H 2.0614 0.7911 1.7763
H 0.7928 -0.2539 2.2172
H 2.6010 -0.2059 -0.1690
H 2.1950 -1.3965 1.0219
H -1.6652 -1.8384 -1.5307
H -0.5969 -2.6618 -2.7078
H -0.9900 -3.5274 -1.2886
H 0.9629 -3.0481 -0.1498
H -0.5225 2.7305 2.3597
H -0.0182 0.3338 -1.0217

Results of the natural (NBO) charge analysis, in e, for atoms 1 through 4: number 1, C, carries -0.063; number 2, C, carries -0.051; number 3, C, carries 0.429; number 4, C, carries -0.487